Entry 1:
An isolated molecule of C15H24N6O2. Source: the Open Molecules 2025 dataset; level of theory: the ωB97M-V functional and the def2-TZVPD basis.

The HOMO energy comes out at -7.389 eV. Its energy above the lowest of the compared OMol25 structures with the same formula, charge and spin is 236.9 kJ/mol. The value obtained for the gap between HOMO and LUMO is 7.47 eV. The SMILES is C/C(CN1CCOCC1)=N\N=c1\ccc(N2CCOCC2)n[nH]1. The electronic energy comes out at -1064.856850 Ha.

Element x y z (Å)
H (-0.5595, 5.1726, 3.4004)
N (1.4572, -0.5685, 0.2196)
O (-1.0111, 7.7379, 2.5840)
C (0.0075, 4.0079, 0.7897)
H (-0.4084, -2.9977, -0.7534)
N (-0.0431, 2.8971, 1.4940)
H (-0.2439, -5.0897, -1.8055)
H (1.3866, -2.6387, 1.7718)
C (2.0297, -1.7186, -0.0915)
H (2.5559, -5.4584, 1.1301)
N (1.5654, 0.4758, -0.6842)
C (1.0530, 1.6064, -0.2986)
C (1.4868, -5.3247, 0.9327)
C (0.2412, 7.5224, 1.9351)
H (-2.6955, 6.7032, 1.8289)
N (-0.4230, 5.2548, 1.3006)
H (-0.3901, 6.8670, -0.0338)
C (0.1950, 6.4849, 0.8192)
N (0.5258, 1.7264, 0.9568)
H (3.8075, -1.1756, -1.2216)
H (0.5878, 8.4688, 1.5840)
C (0.9359, -6.5035, 0.1038)
H (3.2638, -2.8918, -1.3213)
H (0.5614, 4.8430, -1.2256)
C (1.0621, 2.7811, -1.0934)
H (-2.4944, 6.6750, 3.5978)
C (-1.2158, 5.2810, 2.5536)
H (1.5214, 2.7080, -2.0721)
H (-0.7899, -3.7626, 0.8064)
O (-0.4586, -6.3326, -0.1657)
H (1.2546, 6.3277, 0.4797)
N (1.2075, -4.0747, 0.2469)
C (1.8970, -2.9194, 0.8579)
H (0.9135, 7.1264, 2.6810)
C (-0.7560, -5.1342, -0.8445)
C (2.9317, -1.8624, -1.2641)
H (0.3999, 0.7797, 1.3958)
H (1.1385, -7.4373, 0.6289)
C (-1.9534, 6.6104, 2.6405)
C (-0.2203, -3.8928, -0.1222)
H (1.0061, -5.3475, 1.9363)
H (-1.9591, 4.4769, 2.6017)
H (-1.8559, -5.0510, -0.9249)
H (2.9073, -3.2439, 1.0910)
H (1.5330, -6.5564, -0.8125)
C (0.5223, 3.9448, -0.5937)
H (2.3940, -1.6261, -2.1683)



Entry 2:
A cluster of 11 separate species, C56H115N11 in total. Source: the Open Molecules 2025 dataset; level of theory: the ωB97M-V functional and the def2-TZVPD basis.

Its multiplicity is 2. The HOMO energy (alpha / beta) comes out at 0.805 / -5.625 eV. The expectation value of S² is 0.75. The value obtained for the gap between HOMO and LUMO (alpha / beta) is 1.31 / 7.78 eV. Its total charge is -1. The electronic energy comes out at -2804.637020 Ha.

Element x y z (Å)
C (0.1406, -4.5566, 4.9900)
N (-3.9880, 5.7156, -0.4483)
C (0.0802, -3.2948, 4.3839)
C (1.8617, 4.5191, -3.7888)
H (1.4428, 7.0980, -4.3148)
H (-7.8125, -3.5417, -1.6361)
C (-3.4416, 0.7641, -0.5376)
N (6.5811, -0.3417, -0.3314)
C (2.3272, 4.4232, 5.4568)
H (-9.9927, -2.3011, -2.5491)
H (-6.8444, 0.3833, 5.2022)
H (-0.1668, -9.2972, 3.5162)
H (3.6954, -8.8716, -0.9082)
H (1.5556, 4.4336, 6.2266)
H (3.7158, -9.6779, 0.6587)
C (5.5708, 0.2909, 0.4890)
H (-4.7031, -3.0231, 3.6596)
H (4.2740, 4.6959, -5.1807)
N (-6.0987, -0.1947, 4.8416)
C (1.8509, -0.7329, -4.7187)
C (-0.3309, -6.3842, 0.7364)
C (0.3803, 1.0930, -0.9113)
H (-3.4446, -0.9931, -5.2374)
H (1.7902, -7.4510, -0.4433)
C (-1.7575, -1.6970, 0.6873)
C (-4.1538, 3.8742, -2.2272)
C (7.9563, -0.2291, 0.0067)
H (0.1817, 0.8564, 3.5867)
H (-4.1590, 1.4534, -0.0921)
C (-0.5341, -0.1974, -0.9218)
H (-2.2141, -1.5192, 1.6610)
C (-7.1574, -1.5090, -1.0569)
H (7.6461, -0.1948, 2.2344)
H (2.0336, 5.1554, 4.7046)
H (3.0187, 8.9574, -3.3669)
H (-4.2839, -4.2093, -2.7154)
N (2.1661, -4.0229, 4.2788)
H (-0.5929, -5.1456, 5.5206)
H (1.0976, 4.6510, -4.5549)
H (0.5649, 4.2156, 3.2267)
H (5.6532, -0.2616, 1.4249)
C (-2.2511, 0.7329, 0.4370)
C (2.6684, 5.6358, -6.3812)
H (2.6310, -9.6963, 2.4528)
H (2.5185, -9.9716, -0.5282)
C (-0.7225, -2.8330, 0.6825)
C (6.2671, 1.2666, -2.2646)
H (1.1513, -9.4376, 4.6775)
C (2.4196, 3.0449, 4.7896)
H (-1.1552, -0.0500, -1.8053)
C (-4.7879, 0.1721, 4.5642)
H (2.8766, 2.3606, 5.5045)
H (3.6775, 8.1532, -4.8401)
C (-3.1858, -3.1611, -5.4447)
C (4.0818, 0.0924, -0.0368)
C (-8.0076, -2.4858, -1.5207)
H (7.2888, 1.6394, -2.3370)
H (0.1617, -6.0922, -0.1911)
H (2.0877, 2.0697, 1.8102)
C (1.4299, 0.2403, 5.3239)
C (2.3832, -1.5563, -3.7125)
C (-9.1944, -1.8844, -1.9529)
H (3.4369, -1.6031, -3.4805)
H (-6.6688, 5.8375, 0.4520)
H (-0.1207, -0.8366, -5.6361)
H (-4.5025, 4.5054, -3.0445)
H (3.8228, 0.2670, -1.0811)
C (0.8687, -9.6143, 3.6397)
H (3.0145, 2.9348, -4.6439)
C (-3.4550, -1.9818, -4.8030)
H (-0.9973, 4.4138, 0.2395)
H (-6.2213, 7.2316, -0.4557)
H (3.1347, -4.0530, 3.9941)
H (-4.4882, 3.7350, 0.0006)
H (3.1763, 5.6492, -7.3455)
C (1.1622, 1.0575, 4.0183)
H (-4.7408, 3.0149, -2.5517)
H (0.9409, 0.5342, 6.2527)
C (2.3180, 6.8895, -3.6994)
C (-3.4703, -4.1929, -4.6154)
H (-0.8118, -5.5479, 1.2437)
C (-4.5706, 6.4830, 0.6816)
H (1.7756, 2.3310, -3.5696)
C (-3.9483, -2.2854, -3.5194)
N (-1.3073, -0.3875, 0.2830)
H (3.2502, 4.7514, 5.9347)
N (-9.1403, -0.5893, -1.4657)
H (-4.3194, -1.6186, -2.7551)
H (1.2117, -6.4235, 2.3064)
C (3.6219, 5.5688, -5.1511)
H (1.3952, 4.5804, -2.8056)
H (2.2206, 0.0751, -5.3326)
C (-2.5141, 5.7380, -0.3951)
H (-4.4109, 6.1966, 1.7211)
H (2.0762, 4.7221, -6.4316)
H (-7.7590, 0.5739, -0.5079)
N (-3.8305, -3.6443, -3.4191)
H (-0.7437, -3.5462, -0.1415)
H (-0.8045, -2.6810, 4.3006)
H (-5.5872, 4.7462, -0.9054)
H (-0.3061, 2.7984, 2.7696)
C (0.6968, 3.1576, 3.0001)
H (5.8799, 1.3077, 0.7313)
H (-2.7172, 0.7731, 1.4215)
H (-6.1123, -1.4583, -0.7895)
H (1.9483, 6.4477, -6.4829)
H (1.8711, 0.5418, 3.3704)
H (-2.5712, 3.8321, 0.8759)
H (0.9676, 1.1965, -1.8237)
H (4.2794, 7.7365, -3.2407)
C (1.3765, -4.9752, 4.9257)
H (0.1680, -1.0246, -1.0261)
H (-0.9720, -3.4706, 1.5306)
H (1.0908, 1.0063, -0.0891)
C (-1.9674, 4.7083, 0.6398)
H (-2.6964, -1.8768, 0.1636)
C (8.2132, -0.6885, 1.4454)
H (-0.0806, -7.5095, 2.6688)
C (6.3198, -0.1784, -1.7818)
H (1.8511, -5.9274, 5.1112)
H (2.3856, -8.1171, 3.0629)
H (1.5054, -3.2350, -2.4981)
H (-2.6968, -3.4022, -6.3770)
H (-3.2359, 1.3599, -1.4269)
H (7.1539, -0.8015, -2.1044)
C (3.0774, -9.1622, -0.0586)
H (2.4997, 0.1031, 5.4812)
H (-1.0501, -7.1441, 0.4307)
H (-1.7842, 1.7169, 0.4796)
N (2.9016, 5.5704, -3.8853)
N (1.1577, 2.5072, 4.2297)
C (-7.9150, -0.4132, -0.9173)
H (1.1583, 3.1637, 0.8845)
H (-4.3616, 1.1568, 4.6870)
H (-6.5098, 7.3107, 1.3344)
H (9.2675, -0.6900, 1.7220)
C (1.3434, -2.9955, 3.9207)
H (-2.0515, 5.2246, -1.2380)
H (7.7860, -1.6901, 1.4947)
C (3.3880, 8.0264, -3.7969)
H (-3.0890, -0.9508, 4.0835)
C (-5.0113, -2.0294, 3.9496)
H (-2.0249, 6.7093, -0.3213)
H (8.2288, 0.8141, -0.1538)
C (0.5366, -7.1457, 1.8474)
H (5.6578, 1.8783, -1.5993)
H (-4.1367, 7.4761, 0.5644)
H (2.5287, 3.7010, 1.9976)
H (-3.8005, -0.2032, -0.8891)
H (3.5647, 0.9728, 0.3448)
C (2.2062, -7.9378, 0.4388)
H (2.9670, -7.2723, 0.8467)
H (-0.1648, 2.0266, -0.7719)
H (-0.8097, -2.4432, -3.9207)
H (3.5877, -0.8391, 0.2393)
H (5.3606, -0.6114, -2.0655)
C (2.5167, 3.1208, -3.6922)
H (3.2405, 3.1219, -2.8771)
H (0.8883, -10.6893, 3.4606)
H (-3.6306, -5.2345, -4.8515)
H (3.1811, 3.0118, 4.0104)
C (-6.0723, 6.7480, 0.5097)
H (8.7386, -0.7409, -0.5538)
H (-1.8934, 5.1554, 1.6312)
H (0.2795, -2.5093, 0.9641)
C (0.2176, -2.1106, -3.9389)
H (1.7815, -2.1673, 3.3836)
H (-9.9141, 0.0596, -1.4554)
H (-3.0935, 3.7542, -2.4496)
C (1.4476, -2.4737, -3.2620)
H (1.9862, 6.7915, -2.6657)
H (4.4334, 6.2924, -5.2285)
H (-7.2090, -2.1150, 4.5081)
C (1.8440, -8.9689, 2.6516)
H (5.7215, 1.2828, -3.2080)
C (1.6531, 3.0685, 1.8510)
N (0.5160, -1.1630, -4.9232)
C (-6.2946, -1.5426, 4.4572)
H (1.0299, -0.7729, 5.2861)
N (1.2123, -8.3968, 1.4668)
C (-4.1581, -0.9943, 4.2304)
C (-4.5446, 4.4373, -0.8311)



Entry 3:
An isolated molecule of C10H20OS. Source: the Open Molecules 2025 dataset; level of theory: the ωB97M-V functional and the def2-TZVPD basis.

The HOMO energy comes out at -8.931 eV. Its energy above the lowest of the compared OMol25 structures with the same formula, charge and spin is 293.3 kJ/mol. The value obtained for the gap between HOMO and LUMO is 9.60 eV. The electronic energy comes out at -866.336874 Ha.

Element x y z (Å)
H (-0.6451, -0.2196, -1.4120)
C (1.3369, -1.1220, 0.7572)
H (0.0565, -1.7545, 2.4012)
C (1.9881, 0.0908, -0.0595)
H (2.4212, -0.7319, -2.1379)
H (4.3492, 0.3346, -2.4733)
C (-1.7926, -0.2583, 0.6835)
H (1.1225, -0.3044, 2.5643)
H (0.8989, -1.6553, -0.1131)
H (0.0006, 1.1105, 1.0436)
H (4.5125, 1.0247, -0.7224)
C (3.8358, 0.7235, -1.5658)
H (-2.4555, 1.6087, 0.7823)
O (-2.1895, 1.9742, -1.8286)
H (3.5145, -1.2524, -0.7405)
C (-3.0002, 0.5888, 0.8450)
C (0.4205, -0.7822, 1.9181)
H (3.3364, 1.6150, -1.8771)
H (-3.4784, 0.4325, 1.8162)
C (-1.6377, -0.4533, -0.9520)
H (2.3250, 1.1061, 0.6817)
H (-4.6804, 1.0863, -0.4736)
H (-0.9441, 0.6009, 2.4155)
H (2.1226, -1.8406, 1.1198)
C (-0.5676, 0.2689, 1.5030)
H (1.1841, 0.6804, -0.5613)
C (2.9114, -0.3654, -1.1553)
C (-3.9087, 0.4174, -0.3635)
S (-2.7928, 0.5660, -1.7741)
H (-4.4420, -0.6373, -0.4232)
H (-1.9225, -1.5563, -1.1792)
H (-1.8796, -1.2959, 1.2810)



Question: Which of these has the lowest electronic energy?
Answer: C56H115N11



Question: Number 3 is which compound?
Answer: C10H20OS



Question: Which of these has the highest electronic energy?
Answer: C10H20OS